Molecular formula: C42H99N5O10
Method: DFT, ωB97M-V/def2-TZVPD

Geometry as XYZ:
```
156
Properties=species:S:1:pos:R:3
C 13.84855 24.39234 15.24980
C 14.07329 24.93038 16.69760
C 14.11855 23.63237 17.55584
C 15.41696 25.51945 16.91174
C 15.56696 26.96834 16.39509
C 14.39773 27.81477 16.91098
C 12.98907 27.20559 16.69127
C 11.96491 28.08040 17.49228
C 12.54864 27.21274 15.14024
N 13.04979 25.85599 17.22424
O 11.80670 25.29562 17.05311
H 14.29713 24.95738 14.51799
H 14.38905 23.40744 15.12281
H 12.80210 24.29368 15.05714
H 15.02228 23.16752 17.28105
H 14.11576 23.83072 18.62105
H 13.22304 23.02175 17.37009
H 15.57935 25.50416 17.96821
H 16.06554 24.78261 16.47612
H 16.52060 27.43553 16.69468
H 15.46059 26.80575 15.34767
H 14.47064 28.71916 16.38623
H 14.40419 28.06094 18.04672
H 12.21541 28.17674 18.57440
H 10.94583 27.64264 17.33367
H 11.89513 29.07666 17.04139
H 11.69720 26.59070 15.04839
H 13.36145 26.87426 14.48142
H 12.30884 28.27764 14.93211
H 11.39878 25.21664 17.95385
C 6.03373 17.95257 9.22965
C 7.36302 17.52322 9.85680
C 7.07760 16.40976 10.89947
C 8.33679 16.99549 8.70681
C 9.76003 16.81638 9.22820
C 10.22278 18.10784 9.95164
C 9.27046 18.72305 11.05571
C 9.36342 17.76556 12.31006
C 9.62809 20.14709 11.41318
N 7.95107 18.77425 10.40851
O 7.03345 19.18864 11.42096
H 6.29880 18.72068 8.46384
H 5.47364 17.09002 8.87669
H 5.52409 18.55401 9.99562
H 6.62288 16.76747 11.84261
H 6.32866 15.73465 10.51336
H 7.91693 15.83924 11.18098
H 7.88772 16.11776 8.25284
H 8.35866 17.79534 7.96799
H 9.75735 15.96566 9.95883
H 10.41146 16.48585 8.40443
H 10.36509 18.80422 9.15898
H 11.17856 17.85869 10.42090
H 8.57912 17.79072 12.96984
H 10.25287 18.07569 12.90401
H 9.39968 16.66852 12.15699
H 9.12695 20.40943 12.34592
H 9.14061 20.85944 10.72329
H 10.65265 20.45603 11.54684
H 6.86505 20.11252 11.16139
C 12.56882 20.24882 16.64133
O 13.79601 19.82180 16.05424
C 14.86837 19.88960 17.03542
C 16.15389 19.70353 16.23569
N 16.36036 20.84860 15.34230
C 17.73170 20.98202 14.95947
C 18.02038 22.33627 14.27072
O 17.54983 22.40436 12.92064
C 17.64948 23.70900 12.40100
H 11.82838 19.83318 15.96657
H 12.46705 21.31372 16.67388
H 12.43591 19.86017 17.64821
H 14.71145 19.12313 17.79033
H 14.85653 20.79759 17.60133
H 16.30639 18.73305 15.72475
H 17.01162 19.64935 16.91546
H 15.72598 20.97523 14.51975
H 18.04973 20.13728 14.37400
H 18.36271 20.95619 15.84901
H 19.07253 22.48959 14.21528
H 17.65362 23.13402 14.95756
H 17.36057 23.71969 11.33216
H 18.60072 24.10265 12.45705
H 16.96670 24.39697 12.89731
C 13.00186 7.51551 12.47848
O 12.55312 8.68872 11.97155
C 13.58497 9.65937 11.76154
C 12.91562 10.92854 11.39600
N 12.31107 11.47403 12.57225
C 11.47137 12.65228 12.32163
C 12.52252 13.77711 12.13702
O 12.07569 14.55293 10.96890
C 12.99893 15.57313 10.62627
H 13.21915 7.53199 13.54162
H 13.96736 7.28113 11.98488
H 12.20118 6.82047 12.18925
H 14.27909 9.30170 10.93359
H 14.19390 9.87756 12.63913
H 12.19986 10.74012 10.63840
H 13.64643 11.59151 10.89175
H 11.76301 10.74234 12.99524
H 10.81401 12.89902 13.11298
H 10.80180 12.68471 11.42171
H 13.51895 13.40087 12.01223
H 12.59236 14.38023 13.04678
H 14.06896 15.17057 10.57202
H 13.02974 16.37469 11.35782
H 12.68898 15.88097 9.57867
C 16.95044 15.89248 16.27922
O 15.72560 16.34164 16.66174
C 14.71683 15.82506 15.83257
C 13.41586 16.26073 16.37457
N 12.37277 15.89568 15.41035
C 11.01480 16.35613 15.78017
C 10.06182 15.68803 14.77494
O 8.74736 16.05763 15.11330
C 7.56032 15.44248 14.56052
H 16.89944 14.77514 16.13719
H 17.66324 16.13891 17.06876
H 17.27800 16.39058 15.38801
H 14.75471 14.75615 15.87243
H 14.78210 16.18973 14.77050
H 13.46675 17.31038 16.61231
H 13.18693 15.76876 17.30944
H 12.58997 16.29031 14.50538
H 10.86328 17.44009 15.77681
H 10.78751 16.04244 16.81908
H 10.15948 14.57969 14.93286
H 10.31544 15.89342 13.71637
H 7.32969 14.54152 15.14599
H 7.74758 15.23204 13.47514
H 6.69882 16.07150 14.60229
C 13.53648 20.38195 12.86064
C 13.63005 18.85831 12.51317
C 15.04102 18.34731 12.23991
O 12.95936 18.11678 13.57063
H 13.93337 20.64653 13.88529
H 12.50556 20.62822 12.90692
H 14.07292 21.04233 12.14280
H 12.97046 18.73614 11.66264
H 15.72929 18.55784 13.02157
H 15.47563 18.78710 11.34606
H 15.00416 17.27154 12.08642
H 12.95860 18.60125 14.35857
C 10.13053 22.74186 15.42671
C 9.33233 23.96838 15.02184
C 9.29005 24.05746 13.45194
O 8.01701 23.93794 15.52435
H 9.85748 21.98150 14.70312
H 9.85677 22.53801 16.48692
H 11.19075 22.93119 15.40959
H 9.77340 24.90043 15.42575
H 8.52305 23.31806 13.05821
H 10.26335 23.88993 13.01936
H 8.79879 24.99947 13.14056
H 7.59877 23.22142 14.99589
```

Computed properties:
* ΔE to the lowest compared entry with this formula, charge and spin: 16.97 kcal per mole
* LUMO energy: 0.0225 hartree
* 2S+1: 1
* SMILES string: CC1(C)CCCC(C)(C)N1O.CC1(C)CCCC(C)(C)N1O.COCCNCCOC.COCCNCCOC.COCCNCCOC.CC(C)O.CC(C)O
* total charge: 0
* total energy: -2685.503078 Ha

Here are the Löwdin charges for atoms 1 to 99, given in e:
1 C 0.00
2 C -0.49
3 C -0.03
4 C -0.16
5 C -0.14
6 C -0.14
7 C -0.48
8 C -0.04
9 C 0.00
10 N -0.11
11 O -0.06
12 H 0.03
13 H 0.10
14 H 0.06
15 H 0.05
16 H 0.09
17 H 0.07
18 H 0.11
19 H 0.11
20 H 0.12
21 H 0.09
22 H 0.09
23 H 0.15
24 H 0.09
25 H 0.09
26 H 0.08
27 H 0.05
28 H 0.07
29 H 0.09
30 H 0.14
31 C -0.04
32 C -0.48
33 C -0.03
34 C -0.12
35 C -0.18
36 C -0.10
37 C -0.45
38 C -0.02
39 C -0.03
40 N -0.09
41 O -0.06
42 H 0.09
43 H 0.08
44 H 0.08
45 H 0.09
46 H 0.08
47 H 0.03
48 H 0.12
49 H 0.11
50 H 0.10
51 H 0.11
52 H 0.10
53 H 0.09
54 H 0.04
55 H 0.09
56 H 0.06
57 H 0.07
58 H 0.09
59 H 0.06
60 H 0.11
61 C -0.08
62 O -0.24
63 C -0.17
64 C -0.18
65 N -0.06
66 C -0.22
67 C -0.20
68 O -0.18
69 C -0.12
70 H 0.08
71 H 0.04
72 H 0.10
73 H 0.12
74 H 0.10
75 H 0.11
76 H 0.12
77 H 0.11
78 H 0.11
79 H 0.12
80 H 0.10
81 H 0.12
82 H 0.10
83 H 0.06
84 H 0.08
85 C -0.16
86 O -0.19
87 C -0.22
88 C -0.25
89 N -0.06
90 C -0.17
91 C -0.18
92 O -0.22
93 C -0.12
94 H 0.09
95 H 0.09
96 H 0.10
97 H 0.14
98 H 0.13
99 H 0.11